# 1
One molecule with the formula C3H9NOS2. Source: OMol25; level of theory: ωB97M-V/def2-TZVPD.

The value obtained for the HOMO energy is -0.3022 hartree. The calculation puts the total energy at -28463.37238 eV. For the energy above the lowest of the compared OMol25 structures with the same formula, charge and spin, the calculation gives 199.4 kJ/mol. Its SMILES is N[C@H](CO)CSS. Its charge is 0.

Each line ends with the natural charge from an NBO analysis.
Atoms and positions in Å:
H -1.229 -1.535 -0.989  0.20
H -2.047 -0.311 1.511  0.36
H -2.793 -1.078 0.353  0.37
C -0.373 -2.322 0.879  -0.07
H 2.086 3.327 -1.208  0.16
N -1.921 -0.477 0.519  -0.85
H 0.595 -2.754 0.631  0.18
H 1.120 -0.202 0.468  0.22
H -1.905 -3.336 1.621  0.47
O -1.337 -3.433 0.895  -0.72
C -0.790 -1.085 -0.029  -0.09
H -0.253 -1.838 1.956  0.15
C 0.384 -0.115 -0.384  -0.55
S -0.021 1.679 -0.514  0.11
S 2.055 2.074 -0.514  -0.19
H 0.700 -0.399 -1.483  0.25



# 2
An isolated ion of composition C3H8N and charge +1. Source: OMol25; level of theory: ωB97M-V/def2-TZVPD.

The value obtained for the HOMO energy is -0.5653 hartree. The calculation puts the total energy at -4722.61446 eV. For the energy above the lowest of the compared OMol25 structures with the same formula, charge and spin, the calculation gives 78.4 kJ/mol. Its SMILES is C=C(C)[NH3+]. Its charge is +1.

Each line ends with the natural charge from an NBO analysis.
Atoms and positions in Å:
H 0.832 0.030 -1.769  0.46
H 1.649 0.533 -0.327  0.46
H -1.741 -1.575 0.954  0.29
H 1.465 -1.130 -0.758  0.45
H 0.398 1.537 1.310  0.25
H -0.247 1.976 -0.174  0.23
N 1.085 -0.188 -0.785  -0.71
C -0.933 -1.326 0.112  -0.38
H -0.485 -2.307 -0.172  0.23
C -0.266 -0.191 -0.016  0.14
C -0.385 1.238 0.623  -0.67
H -1.372 1.402 1.003  0.27



# 3
One molecule with the formula C5H4OS2. Source: OMol25; level of theory: ωB97M-V/def2-TZVPD.

The value obtained for the HOMO energy is -0.3007 hartree. The calculation puts the total energy at -28966.18058 eV. For the energy above the lowest of the compared OMol25 structures with the same formula, charge and spin, the calculation gives 46.4 kJ/mol. Its SMILES is S=C1OC=C/C1=C\S. Its charge is 0.

Each line ends with the natural charge from an NBO analysis.
Atoms and positions in Å:
C -0.002 0.124 0.316  -0.21
S 0.543 2.845 0.397  0.14
O -0.631 -2.030 -0.074  -0.46
C 0.076 -1.491 -1.170  0.15
H 0.880 2.450 -0.880  0.13
C -0.714 -1.057 0.901  0.18
H -0.584 1.239 1.909  0.27
S -1.373 -1.433 2.332  -0.04
H 0.263 -2.114 -2.007  0.21
H 1.067 0.362 -1.667  0.23
C -0.034 1.341 0.932  -0.29
C 0.508 -0.237 -0.990  -0.32



# 4
A 2-piece molecular cluster, C12H24NO4 overall. Source: OMol25; level of theory: ωB97M-V/def2-TZVPD.

The value obtained for the HOMO energy is -0.1511 hartree. The calculation puts the total energy at -22514.83213 eV. Its charge is -1.

Each line ends with the natural charge from an NBO analysis.
Atoms and positions in Å:
H -1.967 4.315 1.202  0.20
H -3.118 -1.245 -0.129  0.39
H -1.155 -1.830 -0.831  0.17
H -1.197 -0.286 -1.683  0.16
H -2.360 3.531 -2.232  0.44
C -3.213 0.715 -0.510  -0.16
C 0.031 -0.325 0.102  -0.23
C 4.588 -3.586 -0.646  -0.72
C 1.270 -0.910 -0.584  -0.60
C -4.690 0.686 0.031  0.76
H 6.434 -1.803 0.552  0.23
H 3.567 -3.821 -0.933  0.24
N -2.490 -0.462 -0.008  -0.64
H -1.461 1.965 -0.693  0.16
H -2.537 5.412 -0.061  0.20
H 1.521 -0.331 -1.476  0.19
H 0.120 0.762 0.036  0.19
H 5.178 -4.504 -0.595  0.22
C -1.226 -0.745 -0.679  -0.21
C -0.067 -0.738 1.567  -0.60
H -2.144 1.876 0.922  0.21
C -2.411 1.963 -0.136  -0.41
O 3.565 -2.668 1.292  -0.53
H 2.128 -0.900 0.088  0.21
O -3.229 3.530 -1.815  -0.71
H -0.693 -0.048 2.127  0.22
H 0.924 -0.742 2.028  0.19
O -5.370 1.694 -0.252  -0.78
O -5.034 -0.370 0.619  -0.78
H -1.113 4.382 -0.345  0.18
C -3.015 3.332 -0.415  0.08
H 1.090 -1.946 -0.885  0.19
H -3.283 0.660 -1.609  0.16
H 5.807 -1.993 2.207  0.24
H -3.993 3.414 0.049  0.23
H 5.040 -2.941 -1.401  0.23
C -2.102 4.429 0.124  -0.62
H 6.575 -3.361 1.365  0.22
C 5.937 -2.483 1.246  -0.72
C 4.589 -2.892 0.696  0.59
H -0.497 -1.736 1.665  0.20



# 5
One molecule with the formula C3H6N2S. Source: OMol25; level of theory: ωB97M-V/def2-TZVPD.

The value obtained for the HOMO energy is -0.3654 hartree. The calculation puts the total energy at -17022.56419 eV. For the energy above the lowest of the compared OMol25 structures with the same formula, charge and spin, the calculation gives 142.5 kJ/mol. Its SMILES is C[C@](N)(S)C#N. Its charge is 0.

Each line ends with the natural charge from an NBO analysis.
Atoms and positions in Å:
H -1.365 1.783 0.595  0.12
C 0.035 0.050 0.259  -0.12
N 2.384 1.156 0.334  -0.30
N 0.174 -1.505 0.603  -0.78
H 0.957 -1.553 1.244  0.36
C -0.380 0.047 -1.211  -0.62
H -0.539 1.023 -1.703  0.22
H 0.342 -0.576 -1.791  0.25
H -0.613 -1.676 1.227  0.36
S -0.931 0.957 1.479  0.05
C 1.350 0.704 0.304  0.24
H -1.414 -0.410 -1.342  0.23



# 6
A 2-piece molecular cluster, C4H11NO2 overall. Source: OMol25; level of theory: ωB97M-V/def2-TZVPD.

The value obtained for the HOMO energy is -0.3476 hartree. The calculation puts the total energy at -9909.97654 eV. For the energy above the lowest of the compared OMol25 structures with the same formula, charge and spin, the calculation gives 218.6 kJ/mol. Its SMILES is CCCNC=O.O. Its charge is 0.

Each line ends with the natural charge from an NBO analysis.
Atoms and positions in Å:
C 1.206 -0.049 0.507  -0.42
H 0.804 -1.737 -0.910  0.21
H -0.736 2.741 -1.372  0.46
H 2.710 -0.756 2.146  0.22
O -2.330 -1.347 -0.280  -0.63
H -0.334 0.269 -2.028  0.39
H -2.762 0.247 -1.561  0.15
C 0.360 -0.950 -0.295  -0.26
N -0.711 -0.144 -1.192  -0.64
O -1.654 2.770 -1.041  -0.93
H 0.621 0.738 0.920  0.22
H 2.231 0.453 -0.055  0.19
H 1.678 -1.912 1.479  0.21
H -0.314 -1.612 0.386  0.26
H -1.508 3.062 -0.158  0.47
H 1.059 -0.492 2.725  0.21
C -2.020 -0.425 -1.033  0.52
C 1.698 -0.856 1.763  -0.61



# 7
An isolated ion of composition C2H3N2OS and charge -1. Source: OMol25; level of theory: ωB97M-V/def2-TZVPD.

The value obtained for the HOMO energy is -0.0903 hartree. The calculation puts the total energy at -17982.37196 eV. For the energy above the lowest of the compared OMol25 structures with the same formula, charge and spin, the calculation gives 300.0 kJ/mol. Its SMILES is O=NC/C=N/[S-]. Its charge is -1.

Each line ends with the natural charge from an NBO analysis.
Atoms and positions in Å:
O 0.545 2.488 0.826  -0.32
H 1.379 -0.425 0.184  0.14
C 0.441 -0.574 -0.162  -0.03
H -1.163 0.503 -1.089  0.22
N -0.484 2.108 0.267  0.14
C -0.588 0.617 -0.086  -0.40
H -1.143 0.190 0.802  0.24
S 0.938 -3.176 -0.250  -0.43
N 0.075 -1.731 -0.492  -0.57



# 8
A 6-piece molecular cluster, C21H38FNO8S3 overall. Source: OMol25; level of theory: ωB97M-V/def2-TZVPD.

The value obtained for the HOMO energy is -0.3418 hartree. The calculation puts the total energy at -75473.31869 eV. For the energy above the lowest of the compared OMol25 structures with the same formula, charge and spin, the calculation gives 381.2 kJ/mol. Its charge is 0.

Each line ends with the Mulliken charge.
Atoms and positions in Å:
C -8.666 -26.234 27.946  0.74
H -8.362 -26.361 29.087  0.20
H -10.422 -27.042 28.230  0.14
H -10.705 -26.982 25.915  0.18
H -8.423 -31.998 29.371  -0.50
H -11.411 -33.730 26.977  0.33
H -8.200 -28.546 31.080  0.33
C -11.066 -29.335 32.634  -0.82
S -11.504 -29.912 31.103  1.29
H -7.841 -31.985 27.766  0.07
H -9.590 -30.442 29.841  -0.92
N -10.617 -31.758 26.178  0.14
C -6.607 -27.810 23.765  -1.59
C -11.075 -32.697 27.292  -0.56
O -9.254 -33.606 25.248  -0.46
O -9.211 -30.000 26.955  -0.66
C -9.682 -28.957 32.589  -0.86
C -5.750 -28.639 25.882  -0.50
H -9.370 -28.292 33.276  0.58
H -10.414 -28.946 29.286  0.02
H -3.605 -28.194 26.210  0.51
H -8.776 -34.549 28.395  0.20
C -8.184 -25.273 27.039  -0.87
O -11.656 -31.385 31.183  -0.72
H -7.483 -35.411 30.649  0.49
O -8.849 -25.524 24.508  -0.57
H -8.952 -32.079 23.141  0.38
O -5.214 -34.318 30.675  -0.68
H -7.273 -27.623 23.280  1.12
F -3.037 -26.934 24.184  -0.33
C -4.270 -27.406 24.455  0.40
C -4.441 -28.083 25.593  -0.34
H -11.728 -28.649 32.819  0.52
H -9.405 -27.450 31.074  0.55
H -7.111 -34.576 28.242  0.54
H -8.781 -29.417 27.641  -0.08
O -6.511 -32.601 32.043  -0.68
H -8.224 -24.372 27.686  0.40
C -9.378 -28.437 31.176  -0.69
C -9.742 -32.477 25.109  0.71
H -5.890 -29.221 26.849  0.26
C -10.089 -29.385 30.170  1.28
H -8.165 -31.135 24.169  0.27
H -5.155 -26.816 22.435  0.16
H -10.414 -32.810 28.067  0.00
H -5.755 -32.543 28.881  0.69
H -9.798 -30.767 24.054  0.30
H -11.623 -25.398 26.386  0.42
H -8.588 -27.256 27.540  -0.52
H -12.064 -32.378 27.847  0.31
O -9.653 -23.580 25.886  -0.71
C -7.723 -34.417 30.356  -0.74
H -8.611 -34.054 30.966  0.28
H -10.353 -25.349 28.590  0.47
H -7.712 -28.786 25.079  1.27
C -6.412 -32.262 29.500  -1.56
H -10.031 -30.950 26.502  -0.04
C -10.617 -25.909 26.409  -0.61
O -12.667 -29.251 30.637  -0.74
H -11.340 -30.295 33.309  0.32
C -9.041 -31.558 24.048  -1.05
S -6.321 -33.379 30.804  1.12
C -7.681 -32.599 28.712  0.35
H -9.028 -29.934 32.950  0.13
H -11.365 -31.239 25.694  0.45
H -6.278 -31.552 30.112  0.79
C -5.287 -27.296 23.539  -0.21
C -7.731 -34.107 28.917  -0.65
C -6.795 -28.418 24.981  -0.80
S -9.321 -24.981 25.715  1.13
C -10.141 -26.155 27.889  -0.72
H -7.180 -25.647 26.679  0.34